# 1
Below is a single CH3NO4S molecule in a non-equilibrium geometry, with properties calculated with the ωB97M-V functional and the def2-TZVPD basis.

Last column: natural (NBO) charge in e.
Cartesian coordinates (Å):
C 1.773 0.326 -0.564  0.62
N -0.206 0.882 0.451  -0.54
O 2.893 -0.096 -0.556  -0.52
O -1.105 -1.645 0.583  -0.93
O -2.604 0.674 -0.172  -0.86
O 0.999 0.090 0.535  -0.36
S -1.371 -0.013 -0.482  1.59
H 1.222 1.036 -1.330  0.13
H -0.405 1.186 1.363  0.40
H -1.195 -2.440 0.171  0.47

- HOMO energy: -11.008 eV
- Maximum force: 6.67 eV Å⁻¹
- Relative energy (zero: lowest compared OMol25 entry of this formula, charge and spin): 1.552 eV
- Total charge: 0

***

# 2
Below is a molecular structure, C8H8Cl5NaO7P2S in a non-equilibrium geometry, with properties calculated with the ωB97M-V functional and the def2-TZVPD basis.

Last column: natural (NBO) charge in e.
Cartesian coordinates (Å):
Na 1.272 0.608 -0.186  0.89
Cl 0.498 -2.598 -2.071  -0.04
C 0.051 -2.776 -0.364  -0.06
C 0.194 -1.690 0.472  -0.37
C -0.137 -1.933 1.785  -0.07
Cl -0.029 -0.586 2.940  -0.05
C -0.582 -3.157 2.279  -0.11
Cl -0.970 -3.397 3.958  -0.01
C -0.722 -4.218 1.387  -0.10
Cl -1.286 -5.762 1.946  -0.01
C -0.404 -4.028 0.043  -0.11
Cl -0.586 -5.357 -1.066  -0.01
O 3.882 1.104 -0.060  -1.03
P 3.307 2.543 0.465  2.53
O 4.382 3.313 1.124  -1.16
O 2.032 2.130 1.170  -1.24
O 2.859 3.284 -0.899  -1.12
P 1.446 3.041 -1.747  2.52
O 0.369 3.351 -0.553  -1.06
O 1.345 4.056 -2.811  -1.16
O 1.380 1.569 -2.043  -1.23
H 4.811 1.164 -0.286  0.49
H 0.798 3.023 0.274  0.51
C -2.297 1.649 -1.578  -0.75
S -2.715 -0.101 -1.497  0.18
C -3.045 -0.270 0.261  -0.75
H -3.181 2.288 -1.592  0.19
H -1.715 1.807 -2.486  0.25
H -1.650 1.936 -0.752  0.25
H -2.190 0.075 0.844  0.23
H -3.175 -1.333 0.469  0.22
H -3.943 0.265 0.577  0.19

- HOMO energy: -3.191 eV
- Maximum force: 1.37 eV Å⁻¹
- Relative energy (zero: lowest compared OMol25 entry of this formula, charge and spin): 0.000 eV
- Total charge: -2

***

# 3
Below is a single C5H7FO molecule in a non-equilibrium geometry, with properties calculated with the ωB97M-V functional and the def2-TZVPD basis.

Last column: natural (NBO) charge in e.
Cartesian coordinates (Å):
C 1.024 1.147 -0.011  -0.50
C 0.942 0.152 0.792  0.14
O 0.954 -1.134 0.503  -0.50
C -0.097 -1.754 -0.131  0.15
C -1.327 -1.356 -0.336  -0.33
C -1.638 0.028 0.249  0.03
F -2.996 0.143 0.308  -0.37
H 1.359 2.222 0.093  0.24
H 1.253 0.916 -1.135  0.20
H 0.878 0.186 1.810  0.17
H 0.269 -2.733 -0.657  0.19
H -1.952 -1.932 -0.808  0.22
H -1.419 -0.004 1.228  0.17
H -1.173 0.847 -0.491  0.19

- HOMO energy: -9.278 eV
- Maximum force: 7.05 eV Å⁻¹
- Structure (SMILES): C=CO/C=C\CF
- Relative energy (zero: lowest compared OMol25 entry of this formula, charge and spin): 3.481 eV
- Total charge: 0

***

# 4
Below is a single C5H10O molecule in a non-equilibrium geometry, with properties calculated with the ωB97M-V functional and the def2-TZVPD basis.

Last column: natural (NBO) charge in e.
Cartesian coordinates (Å):
O 1.514 -0.823 -1.316  -0.82
C -0.018 -0.207 -1.161  0.12
C -0.004 1.165 -0.507  -0.44
C 0.076 0.864 1.002  -0.40
C -0.778 -0.405 1.170  -0.40
C -0.492 -1.184 -0.129  -0.54
H 2.202 -0.342 -0.818  0.47
H -0.357 -0.290 -2.191  0.21
H 0.818 1.767 -0.900  0.22
H -0.939 1.703 -0.729  0.22
H -0.257 1.704 1.619  0.21
H 1.115 0.645 1.279  0.19
H -0.488 -0.980 2.057  0.21
H -1.838 -0.132 1.306  0.20
H 0.645 -1.515 -0.263  0.33
H -1.199 -1.969 -0.421  0.22

- HOMO energy: -9.320 eV
- Maximum force: 3.53 eV Å⁻¹
- Structure (SMILES): OC1CCCC1
- Relative energy (zero: lowest compared OMol25 entry of this formula, charge and spin): 1.980 eV
- Total charge: 0

***

no.,HOMO-LUMO gap (eV),LUMO energy (eV)
1,10.7,-0.261
2,7.2,4.007
3,10.3,0.990
4,10.4,1.036